A structure of composition C34H37CsN6O2S3Si. Source: OMol25; level of theory: ωB97M-V with the def2-TZVPD basis set.

Last column: Löwdin charge in e.
Element x y z (Å)
Cs (1.6766, -1.4697, -3.0551)  0.198
N (1.7089, 0.9824, 0.6324)  0.082
C (1.9992, -0.1109, 1.3894)  -0.707
N (1.8694, -1.3297, 0.9898)  0.127
C (2.1939, -2.2173, 1.9970)  -0.308
C (2.1172, -3.6053, 1.8821)  -0.003
C (2.4923, -4.3846, 2.9627)  -0.097
C (2.9473, -3.8075, 4.1512)  -0.123
C (3.0262, -2.4294, 4.2796)  -0.120
C (2.6400, -1.6464, 3.2010)  -0.490
S (2.6020, 0.0872, 3.0474)  1.027
H (0.8632, 0.8634, 0.0150)  0.046
H (1.6768, 1.8498, 1.1471)  0.075
H (1.7460, -4.0447, 0.9632)  0.097
H (2.4273, -5.4629, 2.8823)  0.096
H (3.2356, -4.4391, 4.9829)  0.087
H (3.3744, -1.9782, 5.2008)  0.095
C (-3.8057, -3.5002, -2.5105)  -0.043
N (-2.7350, -3.5967, -1.5418)  -0.104
C (-2.1360, -4.8830, -1.2497)  -0.064
C (-0.6971, -4.4930, -0.8828)  -0.484
O (0.1284, -5.2835, -0.4735)  0.029
N (-0.5335, -3.1524, -1.1106)  0.150
C (-1.7052, -2.6833, -1.4940)  -0.435
N (-1.8809, -1.4087, -1.8390)  0.198
H (-4.6481, -4.1085, -2.1807)  0.083
H (-3.4860, -3.8367, -3.5027)  0.100
H (-4.1542, -2.4733, -2.5973)  0.077
H (-2.1272, -5.5399, -2.1245)  0.131
H (-2.6242, -5.3942, -0.4191)  0.122
H (-1.2312, -0.7009, -1.4310)  0.043
H (-2.8212, -1.0631, -1.9380)  0.082
S (7.1722, -2.2786, -0.7888)  1.022
C (5.4652, -2.4999, -1.0604)  -0.438
N (4.7160, -1.4756, -0.8953)  0.056
C (5.4815, -0.3774, -0.5188)  -0.305
C (4.9654, 0.8903, -0.2497)  -0.006
C (5.8403, 1.8898, 0.1214)  -0.083
C (7.2160, 1.6423, 0.2279)  -0.105
C (7.7382, 0.3920, -0.0313)  -0.105
C (6.8555, -0.6211, -0.4058)  -0.488
H (5.0891, -3.4689, -1.3623)  0.085
H (3.8971, 1.0544, -0.3204)  0.091
H (5.4595, 2.8805, 0.3349)  0.099
H (7.8810, 2.4464, 0.5179)  0.094
H (8.8010, 0.2042, 0.0521)  0.099
S (1.6156, -2.1289, -6.2468)  -1.326
C (-3.4216, 1.8498, 2.3244)  -0.108
C (-2.5467, 0.9160, 1.4850)  -0.588
C (-3.3424, -0.3583, 1.1741)  -0.094
C (-1.3308, 0.5186, 2.3340)  -0.101
Si (-1.8477, 1.6343, -0.1556)  0.453
O (-0.6645, 0.7494, -0.7399)  -0.372
C (-1.2271, 3.4140, 0.1524)  -0.184
C (-1.9737, 4.4625, 0.6980)  -0.104
C (-1.4465, 5.7395, 0.8392)  -0.108
C (-0.1474, 6.0060, 0.4270)  -0.116
C (0.6085, 4.9899, -0.1397)  -0.095
C (0.0698, 3.7159, -0.2769)  -0.097
C (-3.2424, 1.8146, -1.4398)  -0.201
C (-4.5343, 2.2860, -1.1848)  -0.104
C (-5.4762, 2.4154, -2.1969)  -0.110
C (-5.1454, 2.0750, -3.5026)  -0.111
C (-3.8670, 1.6172, -3.7873)  -0.081
C (-2.9312, 1.4958, -2.7666)  -0.096
H (-3.7409, 1.3254, 3.2351)  0.076
H (-4.3282, 2.1673, 1.8045)  0.057
H (-2.8776, 2.7418, 2.6408)  0.064
H (-3.6965, -0.8163, 2.1072)  0.079
H (-2.7205, -1.0973, 0.6644)  0.066
H (-4.2174, -0.1530, 0.5500)  0.072
H (-1.6603, 0.0700, 3.2803)  0.083
H (-0.7072, 1.3847, 2.5810)  0.077
H (-0.7062, -0.2086, 1.8120)  0.067
H (-2.9995, 4.2922, 1.0069)  0.087
H (-2.0527, 6.5305, 1.2665)  0.091
H (0.2666, 7.0019, 0.5339)  0.090
H (1.6154, 5.1907, -0.4873)  0.096
H (0.6545, 2.9319, -0.7460)  0.089
H (-4.8226, 2.5617, -0.1768)  0.078
H (-6.4711, 2.7806, -1.9667)  0.090
H (-5.8793, 2.1701, -4.2945)  0.091
H (-3.5900, 1.3521, -4.8005)  0.106
H (-1.9327, 1.1435, -3.0028)  0.103

- E_LUMO: 3.5 eV
- Net charge: -2
- Energy relative to the best compared isomer or geometry (same formula, charge and spin): 2.913 eV
- Gap between HOMO and LUMO: 2.24 eV
- Highest occupied orbital energy: 1.23 eV



A cluster of 4 separate species, C20H54BClN6O5PS in total at a distorted geometry. Source: OMol25; level of theory: ωB97M-V with the def2-TZVPD basis set.

Last column: Löwdin charge in e.
Element x y z (Å)
O (-3.1365, 2.3040, 1.3347)  -0.236
P (-1.7745, 1.8987, 1.6051)  0.445
O (-1.7376, 0.2631, 1.5537)  -0.135
O (-1.2325, 2.3577, 3.0096)  -0.067
C (-0.6814, 2.5335, 0.2425)  -0.126
N (-0.2814, 1.4140, -0.5950)  0.096
C (0.7515, 0.6844, -0.3889)  -0.513
N (1.0886, -0.4121, -1.1827)  -0.286
S (0.9940, -0.0385, -2.8990)  0.853
N (1.5590, 0.9737, 0.6914)  -0.269
Cl (2.6430, 2.2591, 0.2634)  0.874
B (2.3011, -0.2385, 1.2166)  -0.780
O (1.7047, -1.0120, 2.1841)  0.191
O (3.5614, -0.5387, 0.7984)  0.177
H (-2.1712, 0.0649, 0.7084)  0.084
H (-1.3487, 1.5968, 3.6102)  0.108
H (-1.2626, 3.2317, -0.3476)  0.123
H (0.1574, 3.0714, 0.6700)  0.079
H (-0.8672, 1.1754, -1.3937)  0.152
H (0.5259, -1.2226, -0.9235)  0.123
H (0.4895, -1.1922, -3.3888)  -0.116
H (1.1415, -1.6593, 1.7276)  0.117
H (3.5104, -1.0407, -0.0294)  0.126
C (-1.9580, -1.6951, 4.5119)  -0.091
C (-2.2023, -3.1959, 4.5179)  -0.267
N (-1.2421, -3.9556, 3.7348)  -0.202
C (-1.6336, -5.3461, 3.5526)  -0.251
C (-1.7160, -6.2400, 4.7941)  -0.082
C (0.1551, -3.7275, 4.0640)  -0.255
C (0.6050, -3.9920, 5.5056)  -0.073
H (-1.9414, -1.2930, 3.4958)  0.048
H (-2.7609, -1.1942, 5.0557)  0.079
H (-1.0199, -1.4324, 5.0052)  0.069
H (-3.1964, -3.3744, 4.1006)  0.121
H (-2.2390, -3.5327, 5.5642)  0.104
H (-0.9576, -5.8082, 2.8276)  0.110
H (-2.6142, -5.3490, 3.0662)  0.109
H (-0.7297, -6.5329, 5.1503)  0.058
H (-2.2438, -7.1616, 4.5420)  0.074
H (-2.2598, -5.7685, 5.6123)  0.068
H (0.3919, -2.6877, 3.8206)  0.078
H (0.7812, -4.3140, 3.3852)  0.115
H (-0.1047, -3.6093, 6.2396)  0.070
H (1.5609, -3.4970, 5.6883)  0.075
H (0.7585, -5.0525, 5.6952)  0.059
C (5.2934, 8.7956, -1.5650)  -0.085
C (4.5275, 7.5148, -1.8583)  -0.271
N (4.4498, 6.6141, -0.7206)  -0.196
C (3.9577, 5.2992, -1.0699)  -0.265
C (2.5135, 5.1864, -1.5804)  -0.110
C (3.9093, 7.1835, 0.5033)  -0.242
C (2.4930, 7.7727, 0.4605)  -0.080
H (6.2981, 8.5768, -1.2027)  0.083
H (5.3833, 9.3847, -2.4778)  0.076
H (4.7850, 9.4178, -0.8278)  0.066
H (5.0474, 6.9955, -2.6679)  0.119
H (3.5322, 7.7807, -2.2469)  0.101
H (4.0842, 4.6346, -0.2058)  0.079
H (4.6210, 4.8895, -1.8382)  0.114
H (1.7896, 5.2800, -0.7696)  0.042
H (2.3615, 4.1980, -2.0261)  0.045
H (2.2811, 5.9250, -2.3461)  0.071
H (4.5913, 7.9667, 0.8400)  0.104
H (3.9575, 6.4274, 1.2917)  0.114
H (2.3186, 8.3721, -0.4336)  0.070
H (2.3407, 8.4239, 1.3228)  0.075
H (1.7269, 6.9991, 0.5113)  0.049
C (-2.8733, -1.2424, -3.6737)  -0.097
C (-2.4389, -2.4603, -4.4724)  -0.280
N (-2.2015, -3.6289, -3.6468)  -0.206
C (-1.5392, -4.7116, -4.3644)  -0.250
C (-2.2904, -5.3723, -5.5239)  -0.079
C (-3.3046, -4.0292, -2.7840)  -0.249
C (-4.6484, -4.3615, -3.4428)  -0.075
H (-2.1392, -1.0127, -2.8935)  0.038
H (-2.9517, -0.3767, -4.3330)  0.079
H (-3.8478, -1.3779, -3.2052)  0.071
H (-1.5033, -2.2096, -4.9837)  0.110
H (-3.1814, -2.6451, -5.2614)  0.108
H (-1.2492, -5.4813, -3.6450)  0.113
H (-0.5937, -4.3179, -4.7535)  0.105
H (-3.0717, -6.0429, -5.1717)  0.060
H (-1.5952, -5.9803, -6.1052)  0.076
H (-2.7319, -4.6446, -6.2047)  0.069
H (-3.4731, -3.2303, -2.0561)  0.095
H (-2.9831, -4.8804, -2.1798)  0.116
H (-4.9192, -3.6477, -4.2218)  0.070
H (-5.4399, -4.3385, -2.6919)  0.076
H (-4.6532, -5.3599, -3.8750)  0.059

- E_LUMO: -5.2 eV
- Net charge: +1
- Gap between HOMO and LUMO: 4.87 eV
- Highest occupied orbital energy: -10.12 eV



An isolated molecule of C5H9NO2 at a distorted geometry. Source: OMol25; level of theory: ωB97M-V with the def2-TZVPD basis set.

Last column: natural (NBO) charge in e.
Element x y z (Å)
C (0.6593, 0.0950, 2.0759)  -0.747
C (0.6993, 1.2129, 1.0759)  0.663
O (1.0304, 2.3779, 1.3504)  -0.614
N (0.3624, 0.9071, -0.2241)  -0.633
C (-0.2124, -0.3662, -0.5884)  -0.162
C (-1.6682, -0.1355, -1.1051)  -0.606
C (0.7616, -0.8561, -1.6620)  0.409
O (0.4013, -1.8547, -2.2837)  -0.508
H (1.2115, -0.8196, 1.8331)  0.233
H (-0.3824, -0.3721, 2.1615)  0.227
H (0.9882, 0.1660, 3.1430)  0.263
H (0.5199, 1.6890, -0.9049)  0.416
H (-0.1703, -0.9268, 0.3751)  0.249
H (-2.3055, -0.2482, -0.0646)  0.220
H (-1.7840, 0.5733, -1.8356)  0.220
H (-1.8882, -1.0585, -1.5894)  0.228
H (1.7771, -0.3836, -1.7571)  0.142

- E_LUMO: 0.3 eV
- Energy relative to the best compared isomer or geometry (same formula, charge and spin): 2.115 eV
- Gap between HOMO and LUMO: 9.89 eV
- SMILES string: CC(=O)N[C@@H](C)C=O
- Highest occupied orbital energy: -9.57 eV



A cluster of 2 separate species, C5H6O in total. Source: OMol25; level of theory: ωB97M-V with the def2-TZVPD basis set.

Last column: natural (NBO) charge in e.
Element x y z (Å)
C (1.5783, 0.3354, -0.0919)  -0.274
C (1.8139, -0.9811, 0.1964)  -0.013
C (0.3310, -1.3485, 0.4935)  -0.463
C (0.5095, 0.0781, 0.7882)  -0.140
H (2.1388, 1.1967, -0.4240)  0.236
H (0.1114, -2.0436, 1.3045)  0.223
H (-0.2067, -1.5878, -0.4193)  0.238
H (0.4031, 0.5041, 1.7884)  0.205
C (-1.6629, 0.9598, -0.9045)  0.274
O (-2.6358, 0.3673, -0.5160)  -0.506
H (-1.0232, 0.5784, -1.7263)  0.109
H (-1.3572, 1.9411, -0.4890)  0.110

- E_LUMO (alpha / beta): 0.5 / 0.5 eV
- Energy relative to the best compared isomer or geometry (same formula, charge and spin): 4.956 eV
- Gap between HOMO and LUMO (alpha / beta): 9.15 / 9.15 eV
- SMILES string: C1=C2C[C@H]12.C=O
- Highest occupied orbital energy (alpha / beta): -8.70 / -8.70 eV